Entry 1:
{"formula": "C19H29AlCl2F7O2Si3", "method": "ωB97M-V/def2-TZVPD", "charge": -1, "max_force_ev_per_a": 1.9, "multiplicity": 1, "homo_lumo_gap_ev": 8.836, "symbols": ["C", "C", "Cl", "C", "Cl", "Si", "O", "Si", "C", "C", "F", "C", "C", "C", "O", "C", "F", "F", "C", "C", "Si", "C", "C", "C", "C", "C", "C", "C", "C", "H", "H", "H", "H", "H", "H", "H", "H", "H", "H", "H", "H", "H", "H", "H", "H", "H", "H", "H", "H", "H", "H", "H", "H", "H", "H", "H", "H", "H", "F", "Al", "F", "F", "F"], "positions_angstrom": [[-3.4274, 1.4636, 3.4517], [-2.5372, 0.5604, 2.6703], [-2.4528, 0.9896, 0.9929], [-1.8332, -0.4908, 3.0957], [-1.8756, -0.8863, 4.7966], [-0.7758, -1.6792, 2.0934], [-1.4766, -2.0218, 0.6479], [-2.5087, -3.2944, 0.4212], [-4.0211, -3.2196, 1.5227], [-5.1656, -2.3689, 1.0247], [-6.1473, -2.2567, 2.0320], [-2.9557, -3.5066, -1.3880], [-3.5425, -2.2294, -2.0048], [-2.6267, -1.1366, -2.3305], [-3.5745, -1.0794, -1.1935], [0.9903, -1.0059, 1.8303], [1.5761, -1.8142, 0.8798], [1.6877, -1.2116, 3.0114], [1.0932, 0.4449, 1.4239], [2.5209, 0.8873, 1.0653], [2.5350, 2.5135, 0.1238], [3.9534, 3.6213, 0.6361], [0.9527, 3.4610, 0.5437], [2.5083, 2.2236, -1.7235], [2.1076, 0.9947, -2.2380], [2.0684, 0.7687, -3.6008], [2.4286, 1.7776, -4.4776], [2.8425, 3.0018, -3.9878], [2.8851, 3.2192, -2.6230], [-3.4326, 1.2104, 4.5062], [-3.1386, 2.5027, 3.3017], [-4.4469, 1.3660, 3.0726], [-0.6977, -2.9206, 2.8904], [-1.7548, -4.5102, 0.8117], [-4.3699, -4.2540, 1.6044], [-3.7757, -2.8985, 2.5375], [-4.8629, -1.3552, 0.7797], [-5.6725, -2.8384, 0.1814], [-3.7407, -4.2629, -1.4646], [-2.0878, -3.8138, -1.9678], [-4.3968, -2.3813, -2.6669], [-2.9094, -0.3405, -3.0033], [-1.6113, -1.1811, -1.9570], [0.4261, 0.5802, 0.5707], [0.7284, 1.0291, 2.2693], [3.0495, 0.1081, 0.5168], [3.0800, 1.0366, 1.9920], [3.9634, 3.6767, 1.7270], [3.7828, 4.6336, 0.2687], [4.9204, 3.2459, 0.3083], [0.8227, 3.6267, 1.6127], [0.9806, 4.4213, 0.0253], [0.0877, 2.9242, 0.1518], [1.8537, 0.1914, -1.5576], [1.7632, -0.2016, -3.9657], [2.4023, 1.6010, -5.5442], [3.1317, 3.7893, -4.6705], [3.2239, 4.1772, -2.2470], [7.1546, -1.3715, -1.6651], [5.4980, -1.3852, -1.3580], [4.6602, -1.9270, -2.7192], [4.9788, 0.1824, -0.9908], [5.1605, -2.3871, -0.0466]], "atomic_forces_ev_per_a": [[-0.2, -0.1, -0.1], [0.1, -0.1, 0.2], [0.0, 0.0, -0.2], [-0.1, 0.2, -0.2], [0.0, -0.1, 0.2], [0.1, -0.1, 0.0], [0.0, 0.0, 0.2], [0.3, -0.3, -0.2], [-0.3, 0.0, -0.2], [-0.2, 0.0, 0.3], [0.0, -0.1, 0.0], [-0.7, 0.9, -0.1], [0.6, -0.7, -0.6], [-0.8, 0.8, 1.5], [0.1, -0.1, -0.2], [-0.1, 0.0, -0.1], [0.0, 0.1, 0.1], [0.0, 0.0, -0.1], [0.5, -0.2, -0.1], [-0.1, 0.0, 0.2], [0.0, 0.0, 0.1], [-0.1, -0.1, 0.1], [0.1, -0.1, -0.3], [0.1, 0.1, 0.1], [0.0, 0.0, 0.2], [-0.1, -0.1, 0.0], [0.0, -0.2, -0.2], [0.0, 0.2, -0.1], [-0.1, 0.0, 0.2], [0.1, 0.0, 0.1], [0.1, 0.0, 0.1], [0.0, 0.0, 0.0], [0.0, 0.0, 0.0], [-0.1, 0.0, 0.1], [0.0, -0.1, 0.1], [0.2, 0.0, 0.0], [0.0, 0.0, -0.1], [0.1, 0.1, -0.2], [0.3, -0.3, 0.1], [0.0, -0.2, 0.0], [0.0, 0.2, 0.2], [0.3, -0.3, -0.5], [0.2, -0.1, -0.3], [-0.2, 0.0, 0.1], [-0.3, 0.1, -0.1], [0.1, 0.1, -0.1], [0.1, -0.1, 0.0], [0.0, 0.0, 0.1], [0.1, 0.1, -0.1], [0.0, 0.0, -0.1], [0.0, 0.1, 0.1], [0.0, 0.1, 0.1], [-0.1, 0.0, 0.1], [0.0, -0.1, 0.0], [0.1, -0.1, -0.1], [0.0, 0.0, -0.1], [0.1, 0.0, 0.0], [0.0, 0.1, 0.0], [0.1, 0.0, 0.0], [0.0, -0.1, 0.0], [-0.1, 0.0, -0.1], [-0.1, 0.2, 0.1], [0.0, -0.1, 0.1]], "lowdin_charge": [-0.128, -0.778, 0.755, -0.739, 0.631, 0.554, -0.332, 0.521, -0.225, -0.246, -0.087, -0.185, -0.375, -0.044, -0.148, -0.548, 0.041, 0.020, -0.214, -0.212, 0.584, -0.171, -0.175, -0.245, -0.089, -0.078, -0.099, -0.102, -0.099, 0.047, 0.080, 0.084, 0.034, 0.020, 0.082, 0.079, 0.097, 0.115, 0.079, 0.087, 0.137, 0.111, 0.113, 0.082, 0.116, 0.070, 0.088, 0.027, 0.022, 0.037, 0.029, 0.027, 0.011, 0.100, 0.103, 0.095, 0.094, 0.094, -0.194, -0.202, -0.194, -0.170, -0.189]}

***

Entry 2:
{"formula": "C19H29ClN3O5PS2", "method": "ωB97M-V/def2-TZVPD", "charge": 0, "max_force_ev_per_a": 0.5, "multiplicity": 1, "homo_lumo_gap_ev": 8.103, "symbols": ["C", "C", "C", "Cl", "C", "N", "C", "C", "C", "C", "C", "C", "N", "C", "P", "N", "O", "H", "H", "H", "H", "H", "H", "H", "H", "H", "H", "H", "H", "H", "O", "S", "O", "C", "C", "C", "C", "H", "H", "H", "H", "H", "H", "H", "H", "O", "S", "O", "C", "C", "C", "C", "H", "H", "H", "H", "H", "H", "H", "H"], "positions_angstrom": [[0.7372, -4.3620, -1.1813], [-0.4030, -5.3717, -1.2942], [-1.3005, -5.1776, -2.5261], [-0.3655, -5.2247, -4.0479], [-2.0676, -3.8731, -2.4259], [-1.4540, -2.7686, -2.7389], [-2.1268, -1.6011, -2.5512], [-1.5119, -0.3753, -2.8743], [-2.1780, 0.7936, -2.6795], [-3.4833, 0.7974, -2.1359], [-4.1009, -0.3731, -1.8273], [-3.4400, -1.5989, -2.0359], [-4.0909, -2.7649, -1.7514], [-3.4261, -3.8715, -1.9510], [-4.2989, -5.4434, -1.4892], [-4.6867, -6.0501, -3.0575], [-5.8012, -4.8608, -1.2177], [0.3534, -3.4273, -0.7708], [1.5047, -4.7059, -0.4868], [1.2024, -4.1116, -2.1315], [-1.0638, -5.2303, -0.4308], [-0.0609, -6.4068, -1.2480], [-1.9827, -6.0248, -2.5589], [-0.5093, -0.3828, -3.2811], [-1.6861, 1.7208, -2.9443], [-3.9796, 1.7457, -1.9739], [-5.1035, -0.3699, -1.4179], [-5.4080, -6.7548, -2.9229], [-3.9013, -6.5357, -3.4799], [-5.7807, -4.1696, -0.5439], [3.1672, -1.4127, 0.4574], [2.3664, -0.5287, -0.3520], [1.4340, -1.0690, -1.3095], [1.5305, 0.6370, 0.7179], [2.5111, 1.7944, 0.8548], [3.0751, 2.0336, -0.5540], [3.4585, 0.6681, -1.1380], [1.2933, 0.1465, 1.6587], [0.6144, 0.9444, 0.2131], [2.0178, 2.6732, 1.2542], [3.3188, 1.5165, 1.5366], [2.3079, 2.4971, -1.1781], [3.9337, 2.7043, -0.5381], [3.3133, 0.6119, -2.2140], [4.4782, 0.3846, -0.8865], [2.6602, 3.1957, 4.6980], [1.8582, 4.1194, 3.9396], [0.8852, 3.6469, 2.9859], [1.0653, 5.2610, 5.0667], [2.0688, 6.4006, 5.2109], [2.5962, 6.6789, 3.7960], [2.9463, 5.3256, 3.1634], [0.8449, 4.7415, 5.9960], [0.1427, 5.5964, 4.5942], [1.6064, 7.2823, 5.6513], [2.8904, 6.0917, 5.8603], [1.8205, 7.1722, 3.2075], [3.4639, 7.3363, 3.8111], [2.7756, 5.3046, 2.0898], [3.9688, 5.0246, 3.3827]], "atomic_forces_ev_per_a": [[-0.1, 0.2, 0.4], [0.0, 0.3, 0.0], [0.1, 0.1, 0.3], [0.0, -0.2, -0.1], [-0.1, 0.2, -0.1], [-0.1, -0.1, 0.1], [-0.2, -0.2, 0.1], [0.3, -0.1, -0.2], [0.0, 0.2, 0.1], [0.3, 0.3, -0.1], [-0.3, 0.1, 0.2], [0.0, -0.1, 0.0], [0.4, 0.0, 0.0], [0.0, -0.1, -0.2], [0.0, -0.1, 0.2], [0.1, -0.1, 0.0], [0.0, 0.0, 0.2], [0.1, 0.0, -0.1], [0.0, -0.1, -0.1], [0.0, -0.2, 0.0], [0.0, -0.2, 0.0], [0.1, 0.0, -0.2], [0.0, 0.1, -0.1], [0.0, -0.1, 0.1], [-0.1, 0.1, 0.0], [-0.1, 0.0, 0.0], [0.0, -0.2, 0.0], [0.0, 0.0, -0.1], [0.0, 0.1, -0.1], [-0.1, 0.1, -0.1], [0.0, -0.1, 0.0], [-0.1, 0.0, 0.1], [0.1, 0.0, 0.0], [0.0, 0.2, 0.1], [0.2, -0.1, -0.2], [0.0, 0.0, 0.0], [0.0, 0.3, -0.1], [0.0, -0.1, 0.0], [0.0, 0.0, 0.0], [0.0, 0.0, 0.0], [0.0, 0.0, 0.0], [0.0, 0.0, 0.0], [0.0, 0.0, 0.0], [0.0, -0.1, 0.0], [0.0, -0.1, 0.0], [0.0, -0.1, -0.1], [-0.1, 0.2, 0.1], [0.0, -0.1, 0.0], [0.1, 0.2, 0.1], [0.1, 0.0, -0.1], [0.0, 0.0, 0.0], [0.1, 0.2, -0.1], [0.0, -0.1, 0.0], [0.0, 0.0, 0.0], [0.0, 0.0, 0.0], [0.0, 0.0, 0.0], [0.0, 0.0, 0.0], [0.0, 0.0, 0.0], [0.0, -0.1, 0.0], [0.0, -0.1, 0.0]], "lowdin_charge": [-0.119, -0.261, -0.665, 0.643, -0.304, 0.192, -0.189, -0.020, -0.079, -0.081, -0.025, -0.205, 0.128, -0.326, 0.802, -0.169, -0.314, 0.054, 0.077, 0.053, 0.109, 0.108, 0.047, 0.112, 0.102, 0.103, 0.113, 0.031, 0.024, 0.043, -0.318, 0.661, -0.331, -0.218, -0.222, -0.212, -0.217, 0.113, 0.108, 0.076, 0.126, 0.115, 0.111, 0.101, 0.103, -0.313, 0.657, -0.333, -0.229, -0.219, -0.212, -0.219, 0.109, 0.108, 0.115, 0.120, 0.117, 0.114, 0.100, 0.105]}

***

Entry 3:
{"formula": "C19H29F2N3O5", "method": "ωB97M-V/def2-TZVPD", "charge": 0, "max_force_ev_per_a": 2.2, "multiplicity": 1, "homo_lumo_gap_ev": 9.660, "symbols": ["C", "O", "C", "C", "C", "C", "C", "N", "C", "F", "F", "C", "O", "O", "C", "C", "H", "H", "H", "H", "H", "H", "H", "H", "H", "H", "H", "C", "N", "C", "O", "C", "C", "C", "C", "C", "N", "C", "C", "O", "H", "H", "H", "H", "H", "H", "H", "H", "H", "H", "H", "H", "H", "H", "H", "H", "H", "H"], "positions_angstrom": [[5.6467, -2.1528, -1.2108], [4.5527, -1.2521, -1.4258], [3.3368, -1.8749, -1.4051], [2.6353, -2.0410, -2.5968], [1.3973, -2.6880, -2.6091], [0.8384, -3.1967, -1.4217], [-0.4814, -3.9508, -1.3979], [-1.5320, -2.9181, -1.2972], [-0.6949, -4.9353, -2.5976], [0.4508, -5.6501, -2.8115], [-0.9799, -4.2448, -3.7446], [-1.8549, -5.9330, -2.3355], [-2.3353, -6.0348, -1.2110], [-2.2959, -6.6870, -3.3807], [1.5359, -2.9903, -0.2183], [2.7727, -2.3354, -0.2118], [6.5920, -1.6110, -1.3065], [5.6033, -2.5919, -0.2091], [5.6361, -2.9604, -1.9504], [3.0607, -1.6599, -3.5195], [0.8834, -2.7826, -3.5593], [-0.4846, -4.5542, -0.4820], [-2.4091, -3.3162, -0.9581], [-1.2223, -2.1510, -0.7039], [-3.0063, -7.2425, -3.0273], [1.1241, -3.3469, 0.7213], [3.3046, -2.1839, 0.7214], [-1.3539, 5.9185, 4.3645], [-1.6456, 4.9523, 3.3070], [-1.0149, 3.7792, 3.1613], [-0.1460, 3.4166, 3.9463], [-1.4490, 2.8442, 2.0090], [-0.2701, 2.1968, 1.2400], [-0.6723, 0.9808, 0.3832], [0.4031, 0.6712, -0.6571], [-0.8668, -0.2583, 1.2616], [-2.4634, 3.3961, 1.0864], [-2.4119, 4.4536, 0.2717], [-1.1163, 5.1933, -0.0039], [-3.4377, 4.8428, -0.2600], [-0.2749, 6.0669, 4.4432], [-1.8318, 6.8742, 4.1456], [-1.7208, 5.5404, 5.3204], [-2.3727, 5.1766, 2.6452], [-1.9488, 2.0344, 2.5383], [0.4896, 1.8746, 1.9540], [0.1990, 2.9447, 0.6051], [-1.6012, 1.1902, -0.1467], [0.1024, -0.1881, -1.2566], [0.5314, 1.5258, -1.3210], [1.3524, 0.4512, -0.1681], [-1.6342, -0.0769, 2.0119], [0.0690, -0.5151, 1.7594], [-1.1857, -1.0938, 0.6488], [-3.3744, 2.9638, 1.1137], [-1.3571, 6.1880, -0.3757], [-0.5625, 4.6556, -0.7705], [-0.5090, 5.2862, 0.8914]], "atomic_forces_ev_per_a": [[0.0, -0.1, 0.1], [0.6, 0.0, 0.0], [-0.7, -0.4, 0.1], [-0.3, -0.1, 0.1], [0.2, 0.1, 0.5], [0.8, -0.2, -0.5], [-0.1, 0.7, 0.6], [-0.3, -0.7, -0.6], [-0.1, 0.8, -0.1], [-0.5, 0.1, 0.1], [0.2, -0.4, 0.3], [-1.2, -0.8, 1.6], [0.8, 0.2, -1.9], [0.9, 1.1, 0.7], [0.2, 0.1, -0.6], [-0.2, 0.0, -0.2], [-0.4, 0.1, 0.0], [0.0, 0.0, -0.1], [-0.1, 0.1, 0.0], [0.0, 0.0, 0.1], [0.0, -0.1, 0.2], [0.1, -0.3, -0.3], [0.3, 0.3, 0.1], [-0.2, -0.5, -0.3], [0.0, 0.0, 0.1], [0.0, 0.0, -0.1], [0.0, 0.0, -0.1], [0.2, -0.5, 0.0], [-0.7, 0.7, -0.5], [0.8, -0.4, 0.5], [-0.2, 0.0, -0.4], [0.0, 0.0, -0.7], [-0.2, 0.0, 0.1], [0.4, -0.1, 0.3], [-0.3, 0.3, 0.1], [-0.2, 0.6, -0.1], [0.6, -1.3, 1.5], [-0.1, 1.4, -1.0], [-0.1, -0.2, 0.3], [-0.3, 0.0, -0.3], [-0.1, 0.0, 0.0], [0.0, -0.2, -0.1], [0.1, 0.1, 0.0], [0.0, 0.0, 0.1], [-0.2, 0.0, 0.0], [0.0, 0.1, 0.1], [0.0, 0.1, -0.1], [-0.2, 0.1, 0.0], [0.1, -0.1, -0.1], [0.1, 0.0, -0.1], [0.1, 0.0, -0.1], [0.0, -0.2, 0.2], [0.0, -0.1, 0.0], [-0.1, -0.1, 0.2], [0.0, 0.1, 0.0], [-0.1, -0.2, 0.0], [0.1, 0.0, 0.0], [0.2, -0.1, 0.0]], "lowdin_charge": [-0.067, -0.109, -0.319, 0.012, -0.010, -0.191, -0.244, 0.089, -0.383, 0.116, 0.099, -0.363, 0.109, 0.135, -0.024, -0.009, 0.091, 0.084, 0.095, 0.122, 0.115, 0.140, 0.085, 0.033, 0.132, 0.117, 0.119, -0.050, 0.020, -0.465, 0.055, -0.185, -0.117, -0.415, -0.065, -0.058, 0.100, -0.562, 0.011, 0.038, 0.088, 0.085, 0.086, 0.124, 0.145, 0.124, 0.101, 0.131, 0.068, 0.080, 0.084, 0.074, 0.090, 0.043, 0.153, 0.089, 0.085, 0.071]}

***

Entry 4:
{"formula": "C19H29F3N2O", "method": "ωB97M-V/def2-TZVPD", "charge": 0, "max_force_ev_per_a": 17.1, "multiplicity": 1, "de_lowest_kcal_mol": 413.7, "homo_lumo_gap_ev": 8.645, "symbols": ["C", "H", "H", "H", "C", "C", "H", "H", "H", "C", "H", "H", "C", "N", "C", "C", "N", "C", "H", "C", "C", "H", "H", "C", "O", "H", "H", "H", "H", "H", "C", "C", "C", "C", "C", "C", "C", "H", "H", "H", "C", "F", "F", "F", "H", "H", "H", "H", "H", "H", "H", "H", "H", "H"], "positions_angstrom": [[5.8876, -0.4779, 2.5462], [5.8402, -0.4213, 1.3423], [5.5333, 0.4087, 2.8923], [6.9117, -0.8586, 2.7934], [5.0192, -1.6743, 2.7987], [5.3508, -2.9209, 2.4272], [5.3354, -2.8047, 1.3996], [4.5873, -3.8694, 2.7522], [6.2841, -3.3507, 2.6931], [3.5007, -1.1382, 2.4926], [3.3025, -1.2611, 1.6125], [3.3375, -0.2808, 2.9405], [2.5032, -2.0509, 2.9948], [0.9202, -1.5942, 2.9756], [0.5523, -0.5304, 3.5368], [0.6195, 0.9501, 2.8380], [-0.0439, 0.7252, 1.4144], [0.5773, -0.3812, 0.8149], [1.4238, -0.2452, 0.5242], [0.4394, -1.6833, 1.6918], [-0.9359, -2.4022, 1.6881], [-1.6364, -1.4623, 2.2941], [-1.0383, -3.1087, 2.5179], [-1.5620, -2.6999, 0.5284], [-2.5662, -2.1719, -0.2558], [-2.1045, -1.0159, -0.2862], [-2.0078, -3.6545, 0.4353], [-0.8895, -3.1350, -0.2799], [1.1441, -2.4284, 1.1610], [0.0304, -0.5126, -0.1974], [-0.3528, 1.7434, 0.7152], [-1.2453, 1.5167, -0.4410], [-1.0149, 1.7626, -1.7230], [-1.8242, 1.5666, -2.7632], [-3.1712, 1.2541, -2.3592], [-3.7546, 1.1058, -0.9148], [-2.6143, 1.1719, -0.1369], [-2.8745, 1.4451, 1.1448], [-4.6014, 0.8688, -0.6788], [-4.0257, 1.0930, -2.9194], [-1.5305, 1.8905, -4.1616], [-0.4969, 1.0176, -4.2144], [-1.0177, 2.9491, -4.3635], [-2.3813, 1.4816, -5.0316], [0.0641, 1.8680, -1.9601], [0.6648, 2.1745, 0.0953], [-0.5515, 2.7327, 1.2525], [1.6318, 1.3005, 2.4049], [-0.0363, 1.5456, 3.2670], [-0.4865, -0.6217, 4.0478], [1.0646, -0.3127, 4.4876], [2.4619, -2.1032, 4.2249], [2.2932, -3.0809, 2.6345], [4.9273, -1.5329, 4.0322]], "atomic_forces_ev_per_a": [[2.3, -4.3, -5.5], [0.6, 0.4, 2.2], [-0.6, 2.3, 1.5], [-0.5, 1.4, 0.0], [-5.2, 8.4, 8.4], [-1.2, -7.9, -0.5], [0.1, -1.0, -2.9], [1.7, 2.9, -1.0], [1.2, 0.2, 0.5], [4.3, -4.9, 6.4], [-1.3, 0.4, -10.7], [-0.4, 4.6, 1.6], [-5.6, -1.5, 6.6], [5.9, -6.3, -3.2], [-2.9, 9.4, 6.8], [2.2, -5.1, -6.3], [0.8, -5.0, 7.6], [-11.6, -3.4, 1.1], [10.7, 1.9, -2.8], [0.3, -2.8, -4.7], [-0.3, 6.6, 7.3], [1.4, -2.4, -1.8], [0.6, -0.4, -0.5], [-0.9, -6.4, -7.6], [1.3, 9.3, 0.1], [-2.9, -4.6, -0.5], [-0.6, -2.1, 2.1], [1.3, 1.3, 0.6], [-1.1, 0.9, 0.3], [0.6, -0.4, 1.4], [2.7, 7.9, -5.2], [-4.8, -0.6, 1.6], [6.0, -0.1, -0.6], [-8.9, 0.3, 1.9], [-1.0, -0.1, 3.1], [15.5, 2.6, -6.6], [-1.6, 2.5, 6.2], [0.9, -1.6, -3.6], [-9.4, -2.3, 2.4], [-0.8, 0.0, -2.6], [0.1, -7.9, 4.0], [2.7, -2.3, -2.1], [2.2, 8.7, -2.2], [-2.1, 0.2, -1.8], [-0.5, 0.7, 0.0], [-1.3, -0.5, 0.9], [-0.5, -1.6, -0.2], [-1.0, 0.0, 1.9], [-2.3, 3.4, 2.5], [0.8, 0.4, -1.4], [0.6, -0.4, 0.0], [1.0, -0.3, -2.8], [1.2, 0.8, -0.1], [0.3, -1.0, -2.3]], "lowdin_charge": [-0.075, 0.134, 0.037, 0.099, -0.500, -0.126, 0.074, 0.170, 0.078, -0.149, 0.026, 0.070, -0.096, -0.159, -0.297, 0.025, -0.188, -0.094, 0.021, -0.308, -0.150, 0.204, 0.129, -0.463, -0.110, 0.208, 0.110, 0.147, 0.162, 0.162, -0.314, -0.249, -0.045, -0.120, 0.089, 0.040, -0.078, 0.194, 0.001, 0.071, -0.799, 0.112, 0.331, 0.229, 0.145, 0.158, 0.158, 0.143, 0.051, 0.150, 0.120, 0.170, 0.122, 0.182]}

***

What is the formula in the fourth record? C19H29F3N2O